1.
{
  "formula": "C3H16N2O6",
  "method": "wB97M-V/def2-TZVPD",
  "total_charge": -1,
  "e_above_lowest_kj_mol": 130.4,
  "energy_ev": -18633.1679,
  "homo_lumo_gap_ha": [0.1082, 0.3147],
  "s_squared": 0.75,
  "multiplicity": 2,
  "lumo_energy_ev": [3.1, 3.0],
  "elements": ["C", "C", "N", "C", "N", "H", "H", "H", "H", "H", "H", "O", "H", "H", "O", "H", "H", "O", "H", "H", "O", "H", "H", "O", "H", "H", "O"],
  "positions_angstrom": [[0.4018, -2.4499, 1.8013], [-1.0456, -2.2896, 1.7744], [-1.2682, -0.8990, 1.8901], [0.0470, -0.3527, 2.2040], [1.0040, -1.2808, 2.1042], [1.0138, -3.2532, 1.5997], [-1.7307, -2.9407, 1.8059], [-2.0579, -0.3306, 1.7707], [-0.0955, 0.6714, 2.6678], [1.8870, -2.2463, -1.2222], [0.4117, -1.9545, -1.1017], [1.0695, -2.3799, -1.7122], [-0.7775, 2.6930, -0.8123], [-1.8500, 2.1484, -1.5614], [-1.6252, 2.9760, -1.0680], [1.9393, 1.6074, 2.8593], [1.6260, 2.3247, 1.6219], [1.1904, 2.0574, 2.4901], [1.1749, 2.8080, 0.2588], [1.7889, 2.0645, -0.8585], [1.1973, 2.7889, -0.6811], [-2.1304, -2.0736, -2.3481], [-1.1362, -0.9882, -2.6622], [-1.8483, -1.1693, -1.9910], [0.7086, 0.9154, -3.5869], [-0.0791, 1.0896, -2.2542], [0.1841, 0.4635, -2.9883]],
  "nbo_charge": [-0.109, -0.096, -0.550, 0.124, -0.495, 0.196, 0.175, 0.416, 0.253, 0.459, 0.484, -0.973, 0.476, 0.446, -0.959, 0.451, 0.335, -1.066, 0.404, 0.342, -1.199, 0.454, 0.502, -0.976, 0.463, 0.468, -1.025]
}

2.
{
  "formula": "C32H44N4P2PdSi",
  "method": "wB97M-V/def2-TZVPD",
  "total_charge": 2,
  "e_above_lowest_kj_mol": 23.7,
  "energy_ev": -69771.3853,
  "homo_lumo_gap_ha": [0.2111, 0.1136],
  "s_squared": 6.02,
  "multiplicity": 5,
  "lumo_energy_ev": [-5.2, -9.0],
  "elements": ["Pd", "C", "C", "C", "C", "C", "C", "C", "C", "C", "H", "H", "H", "H", "H", "H", "H", "H", "H", "H", "H", "H", "H", "H", "H", "P", "P", "N", "N", "N", "N", "C", "C", "C", "C", "C", "C", "C", "C", "C", "C", "C", "C", "C", "C", "C", "C", "C", "C", "H", "H", "H", "H", "H", "H", "H", "H", "H", "H", "H", "H", "H", "H", "H", "H", "H", "H", "H", "H", "C", "Si", "C", "C", "C", "C", "H", "H", "H", "H", "H", "H", "H", "H", "H"],
  "positions_angstrom": [[-0.0708, -0.2445, 3.6584], [-1.2352, 1.6688, 3.5528], [-1.6146, 0.8004, 2.5344], [-1.1379, 0.8844, 1.0991], [0.1236, 0.0648, 0.7450], [1.1325, -0.0071, 1.8642], [1.4450, 1.0734, 2.6885], [0.9345, 2.4786, 2.4981], [-0.3089, 2.8284, 3.3321], [1.9059, -1.8568, 5.1784], [-1.7755, 1.6850, 4.4924], [-2.5308, 0.2323, 2.6835], [-1.0247, 1.9368, 0.7837], [-1.9630, 0.4386, 0.5152], [-0.1726, -0.9682, 0.4921], [0.5643, 0.4748, -0.1814], [1.8225, -0.8527, 1.8239], [2.2960, 0.9892, 3.3721], [0.7491, 2.6915, 1.4423], [1.7271, 3.1526, 2.8477], [0.0237, 3.1781, 4.3242], [-0.8230, 3.6784, 2.8513], [2.5022, -2.1219, 6.0537], [2.5756, -1.4428, 4.4197], [1.5373, -2.7856, 4.7279], [1.4123, -1.0197, -3.7513], [-1.9333, -0.7040, -3.4440], [2.8537, 0.0040, -3.9197], [2.0980, -2.3475, -4.8079], [-2.1197, 1.0434, -3.2799], [-3.6121, -1.0118, -4.0437], [0.3778, -0.2327, -5.0617], [-1.0902, -0.7176, -5.1061], [3.5106, 0.5813, -2.8177], [4.5845, 1.3369, -3.2726], [4.6034, 1.2355, -4.7044], [3.5144, 0.4544, -5.0679], [2.1735, -3.6935, -4.4420], [2.7023, -4.4353, -5.5008], [2.9555, -3.5169, -6.5682], [2.5225, -2.2680, -6.1334], [-1.7862, 1.7399, -2.1101], [-1.8837, 3.1044, -2.3470], [-2.2777, 3.2631, -3.7127], [-2.3698, 1.9979, -4.2659], [-4.4063, -0.3142, -4.9553], [-5.5143, -1.0777, -5.3026], [-5.3987, -2.3236, -4.5948], [-4.2261, -2.2651, -3.8532], [0.8105, -0.4019, -6.0583], [0.4104, 0.8467, -4.8577], [-1.6620, -0.1194, -5.8338], [-1.1602, -1.7719, -5.4300], [3.1408, 0.4031, -1.8177], [5.2903, 1.8980, -2.6687], [5.3243, 1.6638, -5.3849], [3.1618, 0.2259, -6.0522], [1.8209, -4.0167, -3.4750], [2.8812, -5.5038, -5.5339], [3.3989, -3.7156, -7.5345], [2.4385, -1.3611, -6.7002], [-1.4985, 1.1993, -1.2238], [-1.6998, 3.9065, -1.6366], [-2.4825, 4.1878, -4.2403], [-2.5574, 1.7047, -5.2870], [-4.1491, 0.6723, -5.2821], [-6.2962, -0.7775, -5.9807], [-6.0942, -3.1495, -4.6492], [-3.7659, -2.9910, -3.2006], [-1.6645, 0.9945, 8.3402], [-0.0634, -0.0049, 8.3177], [1.3892, 0.9811, 9.0454], [-0.1375, -1.6224, 9.3187], [0.3048, -0.3970, 6.5633], [0.8294, -0.8984, 5.5177], [-2.0671, 1.2357, 9.3242], [-2.4253, 0.4321, 7.7858], [-1.4944, 1.9319, 7.7980], [1.3875, 0.9730, 10.1465], [2.3369, 0.5442, 8.6993], [1.3558, 2.0236, 8.7000], [-1.0225, -2.2139, 9.0533], [0.7415, -2.2403, 9.0975], [-0.1549, -1.4490, 10.4030]],
  "mulliken_spin": [1.214, 0.092, 0.082, -0.002, 0.011, 0.138, -0.037, 0.037, -0.016, -0.029, 0.053, 0.015, 0.007, 0.004, 0.002, 0.002, 0.022, -0.006, 0.005, 0.000, -0.004, 0.005, 0.033, 0.035, 0.025, -0.002, 0.000, -0.004, -0.045, 0.000, 0.000, 0.002, -0.001, 0.017, -0.001, 0.014, 0.009, 0.346, 0.172, 0.084, 0.344, 0.000, 0.000, 0.000, 0.000, 0.000, 0.000, 0.000, 0.000, 0.000, 0.000, 0.000, 0.001, 0.002, 0.000, 0.000, -0.006, 0.007, 0.000, 0.000, 0.062, 0.002, 0.000, 0.000, 0.000, 0.000, 0.000, 0.000, 0.000, 0.042, 0.046, 0.011, 0.035, 0.560, 0.614, 0.001, -0.003, 0.001, 0.001, 0.001, -0.002, -0.003, 0.001, 0.003]
}

3.
{
  "formula": "O4PS",
  "method": "wB97M-V/def2-TZVPD",
  "total_charge": -1,
  "e_above_lowest_kj_mol": 105.1,
  "energy_ev": -28316.0049,
  "homo_lumo_gap_ha": 0.3013,
  "smiles": "O=[S@]12=[P@@]([O-])(O1)O2",
  "lumo_energy_ev": 3.7,
  "elements": ["O", "S", "P", "O", "O", "O"],
  "positions_angstrom": [[1.8714, 0.8003, 0.9501], [1.0522, -0.3748, 0.7596], [-1.1769, -0.5595, -0.6110], [-1.8274, 0.8770, -1.2528], [0.5934, -0.5796, -0.8953], [-0.5126, -0.1634, 1.0494]],
  "nbo_charge": [-0.942, 1.678, 1.397, -1.111, -1.016, -1.007]
}

4.
{
  "formula": "C27H46BeBrNOP2",
  "method": "wB97M-V/def2-TZVPD",
  "total_charge": 2,
  "e_above_lowest_kj_mol": 346.4,
  "energy_ev": -121285.2160,
  "homo_lumo_gap_ha": 0.1735,
  "lumo_energy_ev": -6.7,
  "elements": ["N", "C", "C", "C", "C", "C", "C", "Be", "P", "C", "C", "C", "C", "C", "C", "C", "Br", "H", "H", "H", "H", "H", "H", "H", "H", "H", "H", "P", "C", "C", "H", "H", "H", "H", "H", "C", "C", "H", "H", "H", "H", "H", "C", "C", "H", "H", "H", "H", "H", "C", "C", "H", "H", "H", "H", "H", "C", "C", "H", "H", "H", "H", "H", "C", "C", "H", "H", "H", "H", "H", "C", "C", "O", "H", "H", "H", "H", "H", "H"],
  "positions_angstrom": [[8.8384, -4.2404, -2.8357], [8.0421, -4.8504, -1.9476], [6.8610, -4.2675, -1.4683], [6.4641, -2.9875, -1.9288], [7.3445, -2.3594, -2.8460], [8.5059, -3.0227, -3.2589], [5.2262, -2.3752, -1.4769], [1.7753, 0.0951, -0.2107], [-3.0148, 0.4862, -2.5288], [4.6795, -1.2630, -2.0639], [3.2915, -0.9156, -1.9888], [2.6429, -0.4869, -3.1477], [1.2853, -0.8091, -3.3631], [0.6047, -1.5140, -2.3810], [1.1335, -1.7214, -1.1059], [2.5175, -1.3468, -0.8519], [-1.3333, -1.1313, -2.3156], [4.7026, -2.9143, -0.6942], [5.2738, -0.7907, -2.8488], [6.2474, -4.8363, -0.7851], [7.1501, -1.3856, -3.2552], [8.3548, -5.8561, -1.6232], [9.1889, -2.5532, -3.9747], [3.2360, -0.0911, -3.9750], [3.0535, -1.7887, -0.0139], [0.8058, -0.5309, -4.2982], [0.5820, -2.3150, -0.3725], [1.1301, 2.1627, -0.5043], [-3.9586, -0.9976, -3.0170], [-4.8379, -1.0602, -4.2710], [-4.5015, -1.3541, -2.1262], [-3.1948, -1.8210, -3.1795], [-5.0513, -2.1379, -4.4730], [-5.7898, -0.5494, -4.0546], [-4.3501, -0.6155, -5.1557], [-2.2150, 1.5319, -3.8090], [-3.0678, 2.6169, -4.5069], [-1.7808, 0.8526, -4.5665], [-1.3223, 2.0158, -3.3595], [-2.4786, 3.0299, -5.3490], [-4.0020, 2.1977, -4.9221], [-3.3227, 3.4430, -3.8206], [-3.2805, 1.3504, -0.9728], [-4.7412, 1.6346, -0.6028], [-2.7407, 2.3122, -1.0461], [-2.7855, 0.8418, -0.1275], [-4.7878, 2.2656, 0.2915], [-5.2477, 2.1770, -1.4033], [-5.3079, 0.7222, -0.3964], [0.2706, 3.1498, 0.8005], [1.0556, 4.2832, 1.4538], [-0.1076, 2.4574, 1.5677], [-0.6226, 3.5653, 0.3031], [1.7644, 3.9178, 2.2011], [1.5982, 4.8896, 0.7234], [0.3542, 4.9440, 1.9731], [0.7550, 3.1404, -1.9958], [1.8024, 3.0595, -3.0967], [0.6181, 4.1815, -1.6624], [-0.2208, 2.7837, -2.3538], [2.7776, 3.4280, -2.7439], [1.9318, 2.0345, -3.4741], [1.4920, 3.7006, -3.9352], [2.9438, 2.3121, -0.2244], [3.3540, 1.6820, 1.1091], [3.2040, 3.3737, -0.3149], [3.4423, 1.7837, -1.0518], [4.3792, 1.2937, 1.0197], [3.3402, 2.4314, 1.9162], [2.7212, 0.8135, 1.4316], [-0.6937, -0.8026, 3.0853], [0.4372, -0.4008, 2.1656], [0.0609, -0.2868, 0.7702], [-1.4877, -0.0415, 3.1046], [-0.2530, -0.9005, 4.0915], [-1.1128, -1.7786, 2.8049], [0.8602, 0.5727, 2.4580], [1.2392, -1.1485, 2.1918], [-0.9010, -0.3132, 0.6862]],
  "lowdin_charge": [0.075, -0.109, -0.003, -0.205, -0.004, -0.118, 0.018, 0.319, 0.749, -0.025, -0.226, -0.020, -0.077, -0.509, -0.156, -0.161, 0.920, 0.116, 0.113, 0.109, 0.096, 0.122, 0.119, 0.135, 0.134, 0.120, 0.124, 1.041, -0.484, -0.132, 0.096, -0.010, 0.093, 0.078, 0.074, -0.393, -0.127, 0.084, 0.041, 0.084, 0.076, 0.076, -0.405, -0.135, 0.081, 0.061, 0.079, 0.078, 0.077, -0.352, -0.114, 0.072, 0.088, 0.070, 0.081, 0.094, -0.361, -0.116, 0.105, 0.042, 0.080, 0.055, 0.096, -0.389, -0.100, 0.103, 0.076, 0.103, 0.095, 0.053, -0.044, -0.276, -0.173, 0.094, 0.105, 0.098, 0.102, 0.127, 0.094]
}